(1)
12
Properties=species:S:1:pos:R:3 method="wB97M-V/def2-TZVPD" smiles="CC=O.O=CO" lumo_ha=0.02819 homo_ev=-10.26 e_above_lowest_kcal_mol=37.06 total_charge=0
C 1.520 -0.422 -0.638
C 1.133 0.685 0.325
C -2.653 -0.196 0.240
O -2.572 0.931 -0.379
O -2.632 -1.229 -0.327
O -0.024 0.876 0.620
H 1.323 -0.152 -1.739
H 2.554 -0.764 -0.567
H 2.052 1.200 0.915
H -2.857 -0.164 1.302
H -2.211 1.655 0.245
H 0.840 -1.239 -0.294



(2)
36
Properties=species:S:1:pos:R:3 method="wB97M-V/def2-TZVPD" multiplicity=2 s_squared=0.750 lumo_ha="0.10164 / 0.09786" homo_ev="0.70 / -7.31" total_charge=-1
C -0.560 -0.493 -0.361
C -0.710 -1.697 -1.307
C 0.034 -0.700 0.982
N -0.382 -1.797 1.701
C -0.318 -1.779 3.153
O 0.867 0.110 1.368
H -1.586 -0.014 -0.176
H 0.017 0.238 -1.000
H -1.238 -2.408 -0.655
H -1.358 -1.498 -2.287
H 0.143 -2.241 -1.751
H -1.119 -2.380 1.316
H 0.707 -1.534 3.464
H -0.440 -2.854 3.425
H -0.918 -1.113 3.754
H 0.647 -0.447 -4.029
H 0.934 1.048 -4.443
O 0.695 0.446 -3.731
H -1.070 3.435 -1.756
H -0.303 2.625 -0.807
O -1.247 2.879 -0.985
H 0.879 1.438 0.249
H 1.683 2.647 0.473
O 1.206 2.231 -0.227
H 4.425 -0.170 -1.616
H 3.488 0.477 -2.718
O 4.288 -0.037 -2.533
H 3.461 -1.656 -0.410
H 2.775 -0.371 0.183
O 3.546 -0.923 0.179
H -2.753 2.154 0.138
H -3.684 3.154 0.990
O -3.328 2.264 0.901
H -3.230 -0.847 3.454
H -2.892 0.295 2.263
O -2.656 -0.481 2.799



| no. | calculated total energy (eV) |
| --- | --- |
| 1 | -9349.7098 |
| 2 | -22390.3787 |